(1)
86
Properties=species:S:1:pos:R:3:forces:R:3:mulliken_spin:R:1 method="wB97M-V/def2-TZVPD" total_charge=-1 homo_lumo_gap_ev="7.09 / 6.69" s_squared=6.009 energy_ev=-113171.8580 homo_energy_ev="-6.68 / -6.68" multiplicity=5 relative_energy_ev=9.7177
Fe -0.198 0.061 2.141 -0.693 1.323 2.887 3.73
P -0.190 0.091 -0.109 1.695 1.067 -2.414 -0.08
O 0.203 1.355 0.660 0.052 1.987 -1.291 0.15
O -0.040 -0.052 -1.612 -1.276 0.974 2.742 0.00
O -1.431 -0.310 0.612 -5.319 0.038 -0.377 0.19
O 0.659 -0.844 0.703 3.993 -4.086 1.607 -0.06
C 0.467 4.566 0.099 1.017 2.111 -2.313 0.00
O 0.745 5.724 -0.202 -0.320 0.186 1.161 0.00
N -0.104 3.719 -0.732 -2.198 -1.417 -2.569 0.00
N 0.792 3.826 1.142 1.294 0.886 3.651 0.00
H -0.507 3.960 -1.626 0.244 0.061 0.301 0.00
H -0.289 2.833 -0.285 -0.521 0.056 -1.126 0.00
H 0.811 2.842 0.916 0.447 0.144 1.223 -0.01
H 1.264 4.287 1.907 0.239 -0.494 -0.256 0.00
C 4.354 1.833 -0.035 1.261 -1.224 0.865 0.00
O 4.428 2.698 -0.859 0.351 1.078 -1.282 0.00
N 5.382 1.088 0.448 2.494 0.501 -0.617 0.00
N 3.255 1.406 0.535 -4.083 -0.171 1.149 0.00
H 5.297 0.304 1.080 -0.127 0.036 -0.390 0.00
H 6.217 1.230 -0.102 0.143 -0.342 0.490 0.00
H 3.266 0.839 1.371 0.014 -0.008 -0.432 0.00
H 2.377 1.804 0.231 0.186 -0.056 0.228 0.00
C -3.077 2.348 -1.615 -2.773 1.117 -3.778 0.00
O -4.061 2.894 -2.060 -2.656 1.715 0.572 0.00
N -2.928 2.004 -0.386 0.883 -0.740 4.643 0.00
N -2.207 2.012 -2.518 3.939 -1.405 -1.097 0.00
H -3.732 2.112 0.216 0.173 -0.127 -0.248 0.00
H -2.170 1.401 -0.097 -0.579 -0.036 0.300 -0.02
H -2.476 2.102 -3.488 0.139 -0.052 0.401 0.00
H -1.459 1.399 -2.227 0.210 0.083 -0.843 0.00
C 2.429 -2.666 -1.444 4.671 -1.740 -1.974 0.00
O 3.133 -3.624 -1.761 0.213 -0.816 1.083 0.00
N 1.491 -2.265 -2.259 -3.017 1.245 -0.243 0.00
N 2.751 -1.718 -0.531 -0.733 -0.045 0.578 0.00
H 1.103 -1.402 -1.908 -0.601 -0.413 -1.546 0.00
H 1.247 -2.701 -3.137 0.102 -0.013 0.579 0.00
H 1.880 -1.267 -0.289 1.307 0.630 0.973 0.03
H 3.574 -1.679 0.053 -0.236 -0.412 -0.109 0.00
C -1.709 2.755 3.368 -0.446 -0.617 0.294 0.01
O -1.211 1.650 3.230 1.771 -2.591 0.062 0.03
N -1.976 3.377 4.474 -0.332 0.965 4.992 0.00
N -2.167 3.499 2.433 -1.367 1.078 -5.324 0.00
H -2.599 4.162 4.346 0.446 -0.139 0.905 0.00
H -1.916 2.972 5.397 0.091 -0.057 -0.334 0.00
H -2.883 4.185 2.630 0.408 -0.108 -0.525 0.00
H -2.140 3.114 1.500 0.039 0.427 -0.354 0.00
C 3.855 -2.064 2.880 3.737 -0.151 -0.572 0.00
O 4.509 -1.426 2.061 -0.949 1.090 -0.429 0.00
N 4.464 -2.655 3.890 1.519 -0.810 2.506 0.00
N 2.616 -2.454 2.869 -3.615 0.592 -1.370 -0.01
H 3.875 -3.282 4.419 1.164 0.144 0.566 0.00
H 5.425 -2.437 4.114 -0.357 -0.287 0.045 0.00
H 2.206 -2.284 1.962 -0.757 -0.565 -0.013 0.01
H 2.401 -3.216 3.495 -0.742 0.196 -0.860 0.00
C -4.547 -2.198 1.533 -4.295 -1.241 1.218 0.00
O -5.754 -2.190 1.762 -0.776 -0.344 0.306 0.00
N -3.922 -1.187 1.119 2.944 5.706 -1.725 0.00
N -3.782 -3.227 1.668 1.758 -5.428 1.205 0.00
H -4.329 -0.277 1.282 0.129 -0.227 -0.272 0.00
H -2.930 -1.268 0.947 -0.254 0.559 -0.098 -0.01
H -4.233 -4.124 1.775 0.025 0.238 0.081 0.00
H -2.775 -3.279 1.618 -0.387 0.488 -0.373 0.00
C -2.859 -1.201 -3.071 -2.345 -2.044 -1.439 0.00
O -3.786 -1.605 -3.769 -0.046 0.433 -0.897 0.00
N -1.599 -1.140 -3.379 2.472 -0.014 -3.302 0.00
N -3.009 -0.984 -1.816 -2.179 1.111 5.382 0.00
H -0.985 -0.744 -2.681 0.182 -0.120 -0.787 0.00
H -1.514 -1.025 -4.379 0.934 -0.065 0.127 0.00
H -3.946 -1.031 -1.441 0.189 -0.010 0.015 0.00
H -2.311 -0.581 -1.207 -0.454 -0.250 -0.347 0.04
C -0.949 -4.164 0.158 2.614 2.044 2.311 0.00
O -1.309 -5.240 -0.060 -1.806 -6.054 -1.265 0.00
N 0.001 -3.800 1.004 3.777 -1.417 3.762 -0.01
N -1.473 -3.074 -0.215 -4.031 4.089 -4.109 0.00
H 0.431 -4.570 1.498 0.401 0.335 -0.129 0.00
H 0.427 -2.885 1.007 -0.052 -0.296 -0.212 0.01
H -2.058 -3.245 -1.020 -0.290 1.072 -0.162 0.00
H -1.015 -2.188 -0.055 -0.462 -0.388 -0.402 -0.01
C 2.010 1.063 -3.905 2.317 -0.095 1.940 0.00
O 2.801 1.338 -4.738 3.476 1.201 -2.471 0.00
N 0.764 0.964 -4.160 -4.768 -0.298 -0.897 0.00
N 2.215 0.781 -2.610 1.995 0.097 1.528 0.00
H 0.361 0.477 -3.372 -1.772 0.270 -1.451 0.00
H 0.517 1.163 -5.118 -0.696 -0.588 0.459 0.00
H 3.137 0.852 -2.203 -0.276 -0.059 -0.208 0.00
H 1.413 0.484 -2.071 1.131 0.483 0.092 0.00

=====

(2)
11
Properties=species:S:1:pos:R:3:forces:R:3:nbo_charge:R:1 method="wB97M-V/def2-TZVPD" smiles="[H]/N=C1/N=COC=NO1" homo_lumo_gap_ev=10.06 energy_ev=-11718.6089 homo_energy_ev=-10.10 relative_energy_ev=7.3482
H 2.943 0.557 -0.671 -2.423 -3.516 1.593 0.37
N 2.369 -0.442 -0.379 2.595 1.625 -3.169 -0.58
C 1.151 -0.264 -0.132 3.273 0.457 2.212 0.55
N 0.352 -1.383 0.254 -3.186 3.307 -0.693 -0.45
C -0.959 -1.297 0.226 2.049 -2.366 0.447 0.40
O -1.905 -0.415 -0.409 4.251 1.170 2.693 -0.48
C -1.340 0.925 -0.136 -1.540 4.366 -0.353 0.26
N -0.235 1.595 0.104 -1.724 -1.771 0.675 -0.16
O 1.017 1.039 0.426 -3.345 -0.949 -1.608 -0.35
H -1.251 -2.194 0.846 -1.423 1.191 -1.257 0.22
H -2.142 1.879 -0.129 1.473 -3.514 -0.540 0.24

=====

(3)
155
Properties=species:S:1:pos:R:3:forces:R:3:mulliken_charge:R:1 method="wB97M-V/def2-TZVPD" homo_lumo_gap_ev=8.28 energy_ev=-187415.8292 homo_energy_ev=-8.34 relative_energy_ev=3.0661
C -7.242 -26.282 -20.828 1.416 1.047 0.160 -1.67
C -7.722 -26.456 -19.387 0.850 -1.153 -1.036 0.99
C -6.876 -27.525 -18.656 -0.023 -0.649 1.204 0.19
O -5.868 -26.762 -17.947 0.117 -0.321 -1.131 -0.20
C -6.273 -25.516 -17.917 1.151 2.547 1.290 0.25
O -5.708 -24.646 -17.285 -0.836 -0.939 -0.785 -0.57
O -7.375 -25.301 -18.650 -0.390 0.563 0.101 -0.35
H -7.579 -25.291 -21.135 -0.459 -0.291 -0.524 0.40
H -7.380 -27.077 -21.559 -0.845 -0.038 0.264 0.31
H -6.156 -26.154 -20.852 0.199 -0.060 0.349 0.37
H -8.802 -26.550 -19.475 0.046 -0.277 1.042 0.34
H -6.377 -28.242 -19.306 -0.075 0.127 -0.117 0.34
H -7.269 -28.031 -17.774 -1.232 -0.428 -0.808 -0.28
C -1.507 -36.591 -19.996 -0.445 2.203 -1.076 -1.71
C -2.213 -35.678 -18.978 1.727 -3.272 0.810 1.44
C -1.940 -36.181 -17.574 -2.387 -0.549 0.541 -0.48
O -1.736 -34.971 -16.864 0.562 -1.405 2.302 -0.30
C -1.470 -33.971 -17.661 0.004 1.623 0.315 0.50
O -1.208 -32.845 -17.286 -0.265 -1.951 -1.363 -0.59
O -1.594 -34.443 -18.923 0.069 2.674 -1.700 -0.01
H -1.845 -37.625 -20.005 0.033 0.101 0.067 0.35
H -0.427 -36.441 -19.999 0.072 -0.464 0.774 0.44
H -1.714 -36.060 -20.930 -0.272 -0.713 -0.537 0.38
H -3.298 -35.732 -19.078 0.004 1.000 -0.619 -0.44
H -1.272 -37.028 -17.424 1.004 0.799 -0.007 0.24
H -2.897 -36.589 -17.239 0.012 0.024 0.500 0.26
C -7.787 -37.179 -14.937 -1.170 1.073 0.148 -1.43
C -6.874 -36.084 -14.467 1.534 -0.702 -1.345 0.93
C -5.557 -36.514 -13.834 -0.925 -0.536 0.593 -0.68
O -4.646 -35.477 -14.173 -0.033 0.766 -0.076 -0.32
C -5.093 -34.910 -15.310 -0.827 0.568 -1.218 0.59
O -4.548 -34.062 -15.973 -0.407 -1.128 0.928 -0.42
O -6.326 -35.449 -15.652 0.913 1.073 0.335 -0.16
H -7.355 -37.937 -15.587 0.336 -0.261 0.663 0.32
H -8.539 -36.704 -15.570 -0.041 0.114 -0.010 0.20
H -8.366 -37.469 -14.060 0.189 -0.915 -0.155 0.42
H -7.366 -35.347 -13.830 -0.183 0.148 -0.210 0.01
H -5.123 -37.426 -14.243 -0.395 -0.244 0.114 0.36
H -5.779 -36.592 -12.770 0.929 0.043 0.178 0.35
C -3.194 -23.973 -15.217 -0.956 -0.973 -0.347 -1.39
C -3.626 -23.149 -14.022 2.024 1.139 -2.323 0.73
C -3.182 -21.629 -14.193 -0.450 -1.692 2.143 -0.39
O -4.321 -21.051 -13.520 -0.253 1.306 -0.107 -0.39
C -5.384 -21.898 -13.555 -3.486 5.293 1.696 0.59
O -6.546 -21.598 -13.258 2.574 -0.272 -0.312 -0.66
O -5.044 -23.006 -13.978 1.224 -5.633 -1.492 -0.20
H -2.116 -24.073 -15.325 -0.010 0.390 0.253 0.39
H -3.636 -23.640 -16.157 0.131 0.522 0.110 0.45
H -3.611 -24.981 -15.154 0.174 -0.174 0.291 0.13
H -3.248 -23.606 -13.108 -0.196 0.316 0.241 0.14
H -2.979 -21.226 -15.184 -0.711 -0.302 -0.217 0.28
H -2.292 -21.435 -13.595 -0.095 -0.006 0.080 0.28
C -4.039 -31.076 -17.527 1.996 0.210 0.352 -1.99
C -4.895 -29.997 -16.891 -1.905 -1.099 -3.132 2.08
C -5.481 -30.404 -15.580 0.471 -0.844 -0.869 1.05
O -4.676 -29.654 -14.702 -0.208 -0.122 1.163 -0.30
C -4.025 -28.671 -15.355 1.111 1.227 0.522 0.12
O -3.366 -27.832 -14.778 -1.060 -1.154 -1.257 -0.47
O -4.210 -28.785 -16.703 0.522 0.266 1.622 -0.32
H -4.508 -31.966 -17.944 -0.639 0.325 0.199 0.08
H -3.297 -31.444 -16.812 -0.146 -0.149 0.296 0.38
H -3.373 -30.663 -18.287 -0.373 0.239 -0.312 0.57
H -5.733 -29.845 -17.576 0.095 0.450 -0.170 -0.67
H -5.294 -31.479 -15.607 0.051 -0.092 1.243 -0.12
H -6.560 -30.272 -15.486 0.106 0.632 0.368 -0.41
C -6.995 -26.739 -14.770 -0.325 0.230 1.300 0.02
S -7.558 -26.869 -13.014 0.399 -0.537 -0.007 0.56
O -6.587 -27.778 -12.321 -0.098 -0.260 0.023 -0.59
C -7.269 -25.264 -12.237 1.191 0.260 -0.858 -1.04
H -7.579 -25.879 -15.098 0.356 -0.024 -0.711 0.66
H -7.299 -27.675 -15.239 -0.402 0.104 0.029 -0.52
H -5.912 -26.684 -14.875 -0.029 0.590 0.216 -0.12
H -7.493 -25.373 -11.177 -0.748 0.051 -0.223 0.45
H -7.725 -24.456 -12.807 -0.524 0.000 0.442 0.41
H -6.205 -25.015 -12.234 0.181 -0.344 -0.328 0.09
C 0.938 -25.278 -11.634 -0.514 0.184 -1.103 -1.00
S -0.554 -24.792 -12.709 0.995 0.878 0.280 0.59
O -0.241 -23.471 -13.419 -0.178 -1.641 0.547 -0.65
C -0.489 -26.183 -13.921 0.760 1.022 0.246 -0.73
H 1.818 -25.299 -12.278 -0.152 -0.453 -0.242 0.32
H 0.653 -26.244 -11.218 0.229 -0.105 -0.071 0.30
H 1.225 -24.575 -10.853 -0.856 0.276 0.012 0.35
H -0.884 -27.069 -13.428 -0.071 0.023 -0.156 0.22
H 0.530 -26.314 -14.286 0.116 -0.133 0.279 0.48
H -1.052 -25.827 -14.781 -0.420 -0.256 0.262 0.14
C -1.204 -31.826 -20.921 0.213 1.992 0.564 -0.52
S 0.443 -32.543 -21.184 -1.690 -1.670 -1.075 0.51
O 0.055 -33.859 -21.866 0.993 0.931 0.640 -0.66
C 0.959 -31.446 -22.539 0.551 -0.329 0.458 -0.95
H -1.407 -31.018 -21.627 -0.124 -0.568 -0.686 0.56
H -1.176 -31.208 -20.020 -0.003 -0.559 0.536 0.29
H -2.009 -32.553 -20.869 0.434 -0.232 -0.059 -0.22
H 2.049 -31.411 -22.550 0.000 0.012 0.079 0.35
H 0.571 -30.447 -22.357 -0.068 -0.044 -0.348 0.33
H 0.641 -31.966 -23.442 -0.385 0.375 -0.036 0.30
C -9.608 -34.716 -17.427 0.230 -0.831 0.983 -1.21
S -9.542 -32.914 -17.357 -0.640 0.514 0.495 0.69
O -10.678 -32.361 -16.496 1.118 -1.004 -0.871 -0.76
C -8.061 -32.874 -16.307 -0.398 0.007 -0.207 0.90
H -9.768 -35.062 -16.404 -0.582 0.057 0.032 0.35
H -8.626 -35.151 -17.628 0.218 0.478 -0.469 0.27
H -10.323 -35.164 -18.114 -0.189 0.443 0.029 0.48
H -8.114 -33.578 -15.479 -0.311 0.110 -0.052 0.27
H -8.082 -31.862 -15.907 0.281 -0.051 -0.059 -0.99
H -7.173 -33.097 -16.897 -0.019 0.270 -0.112 -0.07
C -9.875 -29.428 -19.990 -0.662 0.170 -0.237 -0.69
S -8.314 -30.421 -20.188 -2.533 -0.286 -0.550 0.53
O -7.994 -30.850 -18.812 0.774 -0.159 0.504 -0.39
C -9.203 -31.790 -21.105 -0.304 -0.510 0.249 -0.96
H -9.753 -28.387 -19.697 0.657 -0.163 0.024 -0.06
H -10.528 -29.842 -19.219 0.587 -0.501 0.289 0.23
H -10.531 -29.421 -20.863 0.526 -0.167 -0.477 0.53
H -10.135 -32.213 -20.722 -0.373 1.161 0.754 0.31
H -8.692 -32.753 -21.144 1.194 0.620 -0.442 0.18
H -9.436 -31.390 -22.092 0.369 -0.092 -0.115 0.44
C -2.440 -29.045 -9.024 0.515 -0.327 -1.443 -1.04
S -2.233 -27.794 -10.373 0.180 -0.904 -0.890 0.57
O -1.006 -28.216 -11.171 -0.743 0.430 0.869 -0.66
C -3.638 -28.329 -11.474 0.118 -0.072 1.357 -0.82
H -2.585 -29.980 -9.568 -0.573 -0.070 0.131 0.26
H -3.258 -28.771 -8.361 0.131 -0.084 0.026 0.34
H -1.472 -29.224 -8.558 -0.067 0.702 0.349 0.38
H -4.441 -28.791 -10.898 -0.008 0.217 0.264 0.49
H -3.240 -29.117 -12.112 0.205 0.440 -0.327 0.26
H -4.064 -27.450 -11.950 0.288 -0.235 -0.396 0.21
C -10.195 -29.359 -15.172 -0.851 -0.010 -0.046 -0.37
S -10.557 -27.761 -16.024 -0.246 -1.029 -0.007 0.44
O -9.821 -27.760 -17.336 -0.437 -0.079 0.493 -0.60
C -12.348 -28.099 -16.370 1.400 -0.416 -0.945 -1.14
H -10.938 -30.136 -15.358 0.000 0.097 -0.577 0.51
H -10.281 -29.197 -14.097 0.647 0.253 0.036 0.44
H -9.244 -29.748 -15.531 0.146 0.304 0.251 -0.50
H -12.480 -28.983 -16.997 0.500 -0.288 0.164 0.31
H -12.559 -27.285 -17.062 -0.815 0.409 0.753 0.40
H -12.876 -28.290 -15.439 -0.230 0.798 -0.072 0.40
C -8.163 -30.604 -11.749 0.380 -1.627 -1.257 -0.53
S -7.770 -32.373 -12.019 0.378 0.111 -0.209 0.17
O -8.337 -32.887 -13.319 0.418 0.531 0.604 -0.50
C -5.977 -32.099 -12.275 -0.346 -0.896 0.606 -0.28
H -7.753 -30.059 -12.598 0.028 0.274 0.224 -0.18
H -7.584 -30.453 -10.840 -0.610 0.703 0.193 0.43
H -9.251 -30.578 -11.770 0.078 0.407 0.687 0.42
H -5.474 -31.948 -11.318 -0.290 0.494 0.133 0.49
H -5.748 -31.304 -12.981 -0.020 -0.198 -0.097 -0.18
H -5.629 -33.101 -12.528 0.150 0.182 -0.709 0.11
C -5.738 -34.121 -19.528 0.649 0.351 -0.786 0.45
S -6.180 -34.971 -21.076 0.179 0.069 -0.986 0.39
O -6.966 -34.029 -21.959 0.679 -0.398 0.924 -0.66
C -4.471 -35.037 -21.788 -0.688 0.745 0.191 -0.51
H -6.632 -33.563 -19.255 0.055 -0.202 0.475 -0.35
H -4.911 -33.433 -19.711 -0.269 0.347 -0.238 -0.08
H -5.305 -34.812 -18.805 -0.745 -0.223 0.230 0.08
H -3.973 -34.122 -21.466 0.331 -0.274 0.294 -0.16
H -4.528 -34.916 -22.869 -0.366 -0.532 -0.010 0.52
H -3.986 -35.963 -21.485 0.123 0.162 -0.041 0.24